The following is a DFT calculation (the ωB97M-V functional and the def2-TZVPD basis) of a 5-piece molecular cluster, C16H37BIN2O7 overall in a non-equilibrium geometry.

XYZ file:
```
64
Properties=species:S:1:pos:R:3:forces:R:3
C -0.418 1.672 0.999 -0.448 -0.218 -0.269
C 0.737 0.720 0.807 0.217 0.766 -0.191
O 0.340 -0.605 0.295 0.235 0.579 0.299
C 0.273 -0.598 -1.039 -1.014 0.061 -0.443
C 1.426 -0.715 -1.822 2.294 0.105 1.518
C 2.767 -0.872 -1.147 -0.322 -0.429 -0.813
N 1.420 -0.685 -3.132 -1.152 0.215 0.057
N 0.307 -0.548 -3.847 0.640 -0.227 -0.195
C -0.792 -0.481 -3.154 -2.018 -0.172 -0.510
B -2.152 -0.344 -4.028 -0.359 0.490 0.335
O -2.616 -1.373 -4.777 0.772 -0.119 -0.067
O -2.827 0.843 -3.953 0.839 -0.026 -0.606
C -1.984 2.000 -3.850 -0.304 0.559 0.099
C -0.910 -0.500 -1.741 0.582 -0.199 0.194
I -2.738 -0.435 -0.772 0.182 -0.130 -0.232
H -0.109 2.565 1.536 0.229 -0.065 0.094
H -1.229 1.222 1.559 -0.011 -0.025 0.208
H -0.821 2.004 0.042 -0.018 -0.007 -0.126
H 1.303 0.615 1.727 -0.118 -0.594 0.064
H 1.408 1.172 0.073 0.242 -0.160 0.008
H 3.174 -1.823 -1.494 0.143 -0.117 0.267
H 2.650 -0.895 -0.077 0.238 -0.001 0.152
H 3.473 -0.110 -1.471 -0.042 0.216 0.171
H 2.287 -0.757 -3.649 -0.013 -0.007 -0.138
H -2.724 -1.100 -5.694 -0.632 -0.162 -0.020
H -1.637 2.174 -2.829 0.058 -0.208 0.067
H -2.554 2.879 -4.135 -0.252 -0.075 -0.045
H -1.142 1.935 -4.536 0.144 -0.044 0.065
C -1.050 4.530 4.731 0.061 -0.048 -0.044
C -1.930 3.983 3.624 -0.054 -0.110 0.368
O -1.870 2.555 3.570 0.037 0.060 -0.133
H -0.015 4.220 4.584 0.006 0.043 -0.043
H -1.089 5.619 4.761 -0.010 -0.005 0.030
H -1.368 4.145 5.703 -0.061 0.073 0.009
H -1.599 4.353 2.654 -0.035 -0.099 -0.051
H -2.969 4.290 3.772 0.023 0.122 -0.084
H -2.173 2.220 4.420 -0.010 -0.018 0.024
C 4.298 -1.165 3.872 -0.031 0.115 0.014
C 3.721 -1.543 2.523 0.406 -0.226 0.180
O 4.700 -1.388 1.492 -0.296 0.137 -0.217
H 4.651 -0.133 3.859 -0.079 0.025 -0.016
H 3.553 -1.273 4.661 0.038 -0.038 0.026
H 5.153 -1.798 4.113 -0.099 -0.119 0.036
H 2.878 -0.896 2.272 0.070 0.011 -0.114
H 3.372 -2.579 2.526 -0.107 0.039 0.093
H 5.436 -1.967 1.711 0.035 -0.012 0.000
C -5.924 1.768 -5.431 -0.025 0.023 0.002
C -5.816 2.567 -6.715 0.264 -0.210 0.081
O -4.601 3.316 -6.752 -0.122 0.168 0.041
H -5.882 2.431 -4.566 -0.055 0.021 -0.014
H -6.857 1.203 -5.396 0.018 -0.016 0.007
H -5.089 1.069 -5.343 -0.050 -0.063 -0.015
H -6.635 3.280 -6.794 0.087 0.097 -0.046
H -5.853 1.906 -7.587 -0.158 -0.001 0.005
H -3.875 2.689 -6.698 0.029 -0.025 -0.044
C 2.958 -6.178 5.194 0.004 0.067 0.045
C 3.167 -5.351 3.940 0.253 -0.281 0.104
O 4.446 -4.718 3.945 -0.138 0.226 -0.111
H 3.045 -5.552 6.082 -0.052 0.028 -0.016
H 1.975 -6.651 5.194 0.019 -0.028 0.002
H 3.718 -6.959 5.273 -0.055 -0.058 -0.053
H 2.419 -4.561 3.876 0.078 0.076 -0.035
H 3.082 -5.981 3.048 -0.148 0.024 -0.005
H 5.113 -5.409 3.991 0.045 -0.001 0.032
```
Forces are in eV/Å.

The value obtained for the orbital gap is 7.66 eV. Its strongest force on any atom is 2.75 eV/A. For the total energy, the calculation gives -1590.341923 a.u. Its charge is +1.

The following is a DFT calculation (the ωB97M-V functional and the def2-TZVPD basis) of a 2-piece molecular cluster, C3H9NOS overall in a non-equilibrium geometry.

XYZ file:
```
15
Properties=species:S:1:pos:R:3:forces:R:3
N -0.847 2.132 -0.752 -0.649 0.113 0.243
C -1.073 1.602 -2.002 0.074 0.773 1.677
O -1.938 0.778 -2.166 0.134 0.066 -0.832
H -0.123 2.775 -0.491 0.150 0.137 -0.536
H -1.642 2.130 -0.130 0.173 -0.413 0.124
H -0.403 2.087 -2.720 0.056 -0.596 -0.690
C -0.032 -2.139 1.753 -0.513 -0.551 -0.791
S 1.100 -0.716 1.883 -0.300 -0.451 -0.003
C 1.423 -0.352 0.150 -0.300 0.727 -0.568
H -0.523 -2.370 2.682 0.132 0.443 0.830
H 0.482 -3.079 1.512 0.119 0.401 -0.292
H -0.903 -2.021 1.068 0.886 0.315 0.067
H 0.513 -0.002 -0.353 0.309 0.520 0.409
H 2.281 0.344 0.040 -0.803 -0.086 0.382
H 1.687 -1.168 -0.475 0.532 -1.398 -0.019
```
Forces are in eV/Å.

The value obtained for the orbital gap is 9.29 eV. Its strongest force on any atom is 1.85 eV/A. For the energy above the lowest of the compared OMol25 structures with the same formula, charge and spin, the calculation gives 74.8 kJ/mol. For the total energy, the calculation gives -647.869593 a.u. As for the structure (SMILES): NC=O.CSC.

The following is a DFT calculation (the ωB97M-V functional and the def2-TZVPD basis) of C16H29MoN2OPSSi as an isolated structure in a non-equilibrium geometry.

XYZ file:
```
52
Properties=species:S:1:pos:R:3:forces:R:3
Mo 0.381 -0.135 -0.220 -1.118 -0.243 -0.681
Si 2.107 1.414 0.422 1.744 0.266 1.910
P -1.557 1.176 0.733 0.215 0.467 -3.767
N 0.422 0.066 -2.006 0.197 -0.187 1.368
H -1.599 -0.248 2.761 -1.078 0.545 0.122
C -3.332 0.896 0.359 -0.121 -0.488 0.242
H -3.920 1.794 0.511 0.013 0.279 0.189
H -3.706 0.112 1.010 -0.211 -0.087 0.082
H -3.506 0.592 -0.682 0.438 -0.055 0.245
C -1.461 2.395 1.986 -0.016 1.119 0.918
H -2.330 3.034 2.011 -0.494 0.150 -0.244
H -0.612 3.058 1.881 0.393 -0.124 -0.302
H -1.387 1.951 2.947 0.178 -0.579 0.976
C -1.270 2.314 -0.823 -0.066 -0.106 0.344
H -1.914 3.186 -0.736 -0.210 0.163 0.161
H -1.504 1.822 -1.778 -0.021 -0.090 0.528
H -0.240 2.683 -0.903 -0.240 -0.172 0.211
C 2.538 1.447 2.316 0.024 -0.111 -0.351
H 2.745 0.429 2.695 -0.208 0.551 -0.102
H 1.696 1.864 2.894 0.342 -0.323 -0.217
H 3.430 2.084 2.474 -0.342 -0.251 -0.108
H 3.435 1.090 -0.223 -0.309 0.219 -0.155
H 1.761 2.820 0.203 -0.052 0.518 -0.509
C 0.576 0.274 -3.381 0.175 0.308 0.316
C 0.000 -0.294 -5.653 0.181 0.263 0.159
C -0.238 -0.418 -4.288 0.587 0.248 -0.006
C 1.579 1.164 -3.862 -0.564 -0.710 1.038
C 1.796 1.271 -5.223 0.187 0.248 0.377
C 1.013 0.544 -6.113 0.119 -0.030 -0.201
H -0.591 -0.856 -6.360 -0.090 -0.029 -0.053
H -1.001 -1.067 -3.887 -0.152 -0.106 -0.079
H 2.162 1.677 -3.082 -0.147 -0.143 -0.666
H 2.603 1.923 -5.561 -0.297 -0.197 -0.113
H 1.230 0.630 -7.173 -0.176 -0.082 0.065
C -0.882 -0.984 3.146 1.271 0.364 0.453
O 0.337 -0.590 2.757 1.657 0.315 -2.101
C -1.391 -2.266 2.526 -0.497 -0.497 0.850
H -2.273 -2.485 3.142 -0.170 -0.608 -0.504
H -0.712 -3.133 2.506 -0.005 0.397 0.304
H -1.692 -2.051 1.512 -0.196 -0.075 -0.499
C -0.997 -0.919 4.694 -0.449 -0.061 -1.096
H -2.083 -0.991 4.773 -0.092 0.069 1.112
H -0.613 0.076 5.018 -0.282 -0.896 -0.023
H -0.498 -1.775 5.190 -0.164 0.578 -0.188
S 1.290 -4.445 -0.736 -0.038 -1.790 -0.197
C 2.128 -3.968 0.659 0.151 0.832 0.403
C 1.845 -2.683 0.981 -0.969 0.737 -1.472
N 0.972 -2.110 0.027 -0.809 -1.642 0.301
C 0.477 -3.010 -0.866 2.287 1.838 2.074
H 2.827 -4.562 1.205 0.096 -0.570 -0.048
H 2.169 -2.075 1.835 -0.251 -0.256 -0.487
H -0.210 -2.721 -1.618 -0.421 0.037 -0.582
```
Forces are in eV/Å.

The value obtained for the orbital gap (alpha / beta) is 6.66 / 6.59 eV. Its strongest force on any atom is 3.80 eV/A. For the energy above the lowest of the compared OMol25 structures with the same formula, charge and spin, the calculation gives 0.0 kJ/mol. For the total energy, the calculation gives -1908.888191 a.u. As for the spin multiplicity: 3.